# 1
81
Properties=species:S:1:pos:R:3:forces:R:3:mulliken_charge:R:1 method="wB97M-V/def2-TZVPD" homo_lumo_gap_ev=6.702 multiplicity=1 relative_energy_kcal_mol=0.00 charge=+2 energy_ev=-129073.2026 e_homo_ev=-13.53
C 2.443 4.875 -0.848 0.095 -0.384 -0.005 -0.400
C 1.347 4.315 -1.543 0.305 0.691 -0.363 0.303
C 1.540 4.014 -2.910 0.323 -0.213 0.255 -0.463
C 2.854 3.915 -3.375 -0.325 0.473 0.642 -0.444
N 3.898 4.194 -2.595 0.743 -0.243 -0.277 -0.534
C 3.722 4.723 -1.386 -0.830 0.089 -0.449 -0.443
C 0.080 4.138 -0.878 -1.821 1.524 0.360 -0.730
C -1.020 4.225 -0.326 1.651 -0.945 -0.272 0.708
C -2.067 3.593 0.462 -0.441 -0.141 0.221 0.030
C -1.624 2.448 1.148 0.440 -0.677 -0.410 -0.075
C -2.485 1.414 1.484 -0.054 0.607 -0.212 -0.569
C -3.833 1.604 1.266 -0.712 -0.315 -0.076 -0.496
C -4.355 2.871 0.940 0.425 -0.528 -0.129 -0.384
C -3.453 3.874 0.495 0.206 -0.762 0.262 -0.682
Hg -0.632 -0.583 0.732 0.541 -0.345 -0.830 1.455
P 1.792 -0.409 -0.081 1.379 0.405 0.142 0.334
H 0.715 3.942 -3.614 -0.047 -0.500 0.346 0.473
H 2.307 5.470 0.050 -0.119 -0.582 0.202 0.470
H 3.074 3.611 -4.399 -0.078 0.126 0.226 0.411
H 4.613 5.049 -0.844 -0.272 -0.056 -0.196 0.393
H -3.827 4.836 0.153 0.012 -0.260 -0.048 0.478
H -0.558 2.272 1.248 0.068 0.264 0.024 0.730
H -5.439 3.026 0.986 0.517 0.071 -0.267 0.461
H -2.191 0.420 1.855 0.004 0.656 0.488 0.743
C 2.533 -2.064 0.133 -0.440 -0.253 0.303 -0.622
C 3.771 -2.463 -0.667 0.353 -0.280 -0.106 -1.446
H 1.716 -2.778 -0.069 0.288 0.074 0.145 0.541
H 2.759 -2.124 1.209 -0.173 -0.119 -0.178 0.460
H 3.989 -3.511 -0.421 -0.018 0.236 -0.123 0.432
H 3.633 -2.409 -1.754 -0.070 0.031 0.290 0.301
H 4.664 -1.888 -0.396 -0.326 -0.062 -0.106 0.297
C 2.021 0.054 -1.836 -0.807 -0.129 -0.188 -0.136
C 3.407 0.459 -2.335 0.458 0.164 -0.199 -1.298
H 1.326 0.894 -2.012 0.107 -0.310 -0.100 0.293
H 1.662 -0.816 -2.412 -0.040 0.323 0.073 0.282
H 3.346 0.518 -3.431 0.062 0.007 0.262 0.440
H 3.711 1.457 -1.995 -0.142 -0.235 0.056 0.098
H 4.213 -0.246 -2.095 -0.382 0.166 -0.024 0.256
C 2.850 0.772 0.840 -0.556 0.138 0.281 -0.104
C 4.345 0.475 0.958 0.383 0.131 0.073 -1.341
H 2.403 0.841 1.849 0.223 0.123 -0.367 0.527
H 2.694 1.737 0.327 -0.012 -0.169 0.297 0.036
H 4.769 1.264 1.593 0.009 -0.244 -0.135 0.438
H 4.564 -0.485 1.446 -0.157 0.282 -0.141 0.328
H 4.881 0.517 -0.001 -0.291 -0.059 0.301 0.265
Br -4.788 -0.098 1.336 -0.216 1.142 0.072 -0.135
P -1.953 -1.655 -1.339 -1.179 -0.335 0.528 0.395
C -0.835 -2.470 -2.539 0.606 0.293 0.304 -0.355
C -1.299 -3.789 -3.143 -0.223 -0.317 -0.185 -1.335
H 0.103 -2.607 -1.977 -0.123 -0.094 -0.337 0.104
H -0.633 -1.739 -3.336 0.055 -0.088 0.259 0.458
H -0.492 -4.224 -3.743 -0.100 0.104 0.141 0.419
H -1.577 -4.525 -2.383 0.095 0.112 -0.116 0.284
H -2.155 -3.660 -3.812 0.095 0.063 0.152 0.294
C -3.065 -2.952 -0.594 0.057 0.168 0.303 -0.521
C -4.423 -3.231 -1.257 -0.124 -0.004 -0.241 -1.289
H -3.240 -2.582 0.436 0.114 -0.343 -0.477 0.391
H -2.470 -3.882 -0.534 -0.198 0.435 0.142 0.465
H -5.010 -3.902 -0.609 0.254 0.266 -0.228 0.409
H -5.013 -2.310 -1.400 0.249 -0.336 0.087 0.281
H -4.320 -3.729 -2.233 0.015 0.198 0.317 0.276
C -2.978 -0.461 -2.307 0.309 0.373 0.279 -0.525
C -3.339 -0.869 -3.740 -0.119 -0.264 -0.273 -1.224
H -2.351 0.451 -2.338 -0.420 -0.186 0.058 0.437
H -3.882 -0.240 -1.708 0.485 -0.025 -0.198 0.369
H -3.904 -0.058 -4.219 0.173 -0.168 0.192 0.408
H -2.456 -1.058 -4.371 -0.255 0.102 0.284 0.303
H -3.973 -1.765 -3.781 0.176 0.224 0.102 0.250
N -0.171 -1.905 7.565 0.107 0.014 -0.081 -0.456
C -0.113 -1.477 6.273 -0.257 -0.235 0.582 1.059
C 0.285 -2.352 5.236 -0.106 0.379 -0.716 -0.835
C 0.192 -1.912 3.921 -0.148 -0.065 0.604 -0.321
N -0.271 -0.695 3.580 0.226 -0.051 -1.092 -0.071
C -0.555 0.171 4.569 -0.107 -0.214 0.254 -0.536
C -0.486 -0.161 5.914 -0.002 -0.003 -0.582 -0.692
H 0.036 -2.862 7.823 -0.004 0.344 -0.280 0.203
H -0.493 -1.316 8.323 0.113 -0.031 -0.434 0.203
H 0.618 -3.366 5.433 -0.020 0.167 0.086 0.341
H 0.483 -2.565 3.091 -0.129 0.106 0.374 0.342
H -0.869 1.169 4.257 0.024 -0.265 0.157 0.417
H -0.764 0.583 6.657 0.101 -0.235 -0.088 0.364

# 2
123
Properties=species:S:1:pos:R:3:forces:R:3:mulliken_spin:R:1 method="wB97M-V/def2-TZVPD" s2=0.84 homo_lumo_gap_ev="4.265 / 4.270" multiplicity=2 charge=0 energy_ev=-205051.7859 e_homo_ev="-5.68 / -5.59"
Cr -0.362 1.208 -0.538 1.219 1.608 -1.556 1.067
O 1.544 3.770 0.287 0.323 0.221 -0.089 -0.018
S 1.309 2.715 -0.739 -1.434 -1.184 0.664 -0.058
C 1.056 3.634 -2.264 0.162 0.139 0.100 0.021
C 1.486 4.951 -2.319 -0.042 0.052 -0.183 -0.004
C 1.116 5.733 -3.402 0.004 -0.004 0.024 0.000
C 0.291 5.203 -4.385 -0.029 0.002 -0.039 0.001
C -0.152 3.889 -4.304 0.046 0.040 -0.148 0.000
C 0.241 3.080 -3.245 -0.096 -0.055 0.063 -0.018
P -0.303 1.351 -2.932 0.282 -0.368 0.455 0.049
C -1.816 1.137 -3.940 0.016 0.208 -0.130 -0.030
C -3.000 0.870 -3.266 -0.131 -0.115 0.098 0.017
C -4.199 0.720 -3.954 0.070 0.004 0.003 0.000
C -4.218 0.838 -5.334 0.058 0.026 -0.051 0.000
C -3.034 1.085 -6.024 -0.021 -0.028 -0.002 0.000
C -1.840 1.227 -5.334 -0.123 -0.024 0.010 0.001
C 0.905 0.384 -3.929 -0.231 0.017 -0.187 0.004
C 2.213 0.817 -4.123 0.091 -0.014 0.021 -0.003
C 3.110 0.051 -4.859 -0.046 0.030 0.061 -0.001
C 2.703 -1.143 -5.434 -0.017 -0.017 -0.001 0.000
C 1.395 -1.576 -5.261 0.036 -0.008 -0.004 0.000
C 0.507 -0.827 -4.503 0.023 0.069 -0.077 0.005
C 2.850 1.861 -0.952 0.278 0.444 -0.120 0.033
C 3.916 2.670 -1.351 0.014 -0.280 -0.003 -0.003
C 5.172 2.117 -1.469 0.109 -0.105 -0.005 0.000
C 5.331 0.768 -1.167 0.064 0.052 -0.065 -0.004
C 4.252 0.001 -0.755 -0.048 0.059 0.053 0.000
C 2.946 0.511 -0.615 0.426 0.160 0.406 -0.046
P 1.187 -0.708 -0.337 -0.660 0.607 -1.903 0.015
C 2.315 -2.127 -0.746 -0.118 0.118 0.149 0.004
C 2.960 -2.864 0.240 0.056 -0.179 -0.071 -0.001
C 3.742 -3.965 -0.104 -0.011 0.054 0.052 0.001
C 3.901 -4.330 -1.431 -0.046 0.057 -0.011 0.000
C 3.256 -3.593 -2.421 -0.001 -0.031 0.130 0.000
C 2.463 -2.512 -2.076 -0.018 0.157 -0.057 0.002
C -0.233 -2.113 -0.501 0.164 -0.229 0.705 -0.048
C -0.285 -3.307 0.223 -0.131 -0.019 -0.038 0.002
C -1.259 -4.265 -0.019 -0.031 -0.023 -0.034 -0.002
C -2.198 -4.069 -1.029 0.047 -0.019 0.080 0.002
C -2.149 -2.905 -1.780 0.114 0.003 0.085 -0.001
C -1.179 -1.945 -1.500 -0.012 0.088 -0.267 -0.016
H 2.058 5.356 -1.494 -0.016 -0.017 0.015 -0.001
H 1.444 6.762 -3.462 -0.010 0.014 -0.015 0.000
H -0.031 5.822 -5.212 0.014 0.003 -0.006 0.000
H -0.823 3.509 -5.064 0.034 0.013 0.046 0.000
H -2.977 0.740 -2.189 0.051 0.056 0.002 0.000
H -5.110 0.502 -3.411 -0.001 -0.002 0.003 0.000
H -5.148 0.724 -5.877 0.017 -0.002 -0.010 0.000
H -3.041 1.155 -7.104 -0.010 0.007 -0.007 0.000
H -0.920 1.389 -5.883 -0.001 -0.013 0.016 0.000
H 2.546 1.760 -3.708 -0.018 -0.030 0.019 0.002
H 4.128 0.399 -4.986 0.003 0.002 0.000 0.000
H 3.402 -1.736 -6.010 -0.010 0.013 -0.013 0.000
H 1.065 -2.507 -5.704 0.001 -0.008 0.000 0.000
H -0.506 -1.188 -4.373 -0.017 0.017 0.015 0.001
H 3.759 3.720 -1.564 -0.032 -0.003 0.024 0.000
H 6.013 2.723 -1.782 0.023 -0.025 -0.004 0.000
H 6.308 0.306 -1.251 0.007 0.005 -0.009 0.000
H 4.449 -1.041 -0.540 0.013 -0.019 0.039 -0.002
H 2.862 -2.600 1.286 0.021 -0.078 -0.030 0.002
H 4.227 -4.535 0.679 0.015 0.001 -0.011 0.000
H 4.513 -5.183 -1.694 -0.005 0.012 0.007 0.000
H 3.365 -3.869 -3.464 -0.012 0.024 0.018 0.000
H 1.950 -1.962 -2.855 0.060 0.001 0.073 -0.004
H 0.441 -3.497 1.009 -0.006 -0.033 0.001 0.000
H -1.286 -5.168 0.579 -0.002 -0.014 -0.016 0.000
H -2.957 -4.817 -1.224 0.019 -0.003 0.008 0.000
H -2.870 -2.736 -2.573 0.028 0.022 0.022 0.000
H -1.185 -1.022 -2.074 0.021 -0.027 0.087 0.015
Br -0.772 -7.335 10.278 -0.003 0.003 0.003 0.000
C -0.611 -6.137 8.820 -0.046 -0.016 0.023 0.007
C -1.748 -5.526 8.313 -0.009 0.083 -0.088 -0.004
C -1.633 -4.652 7.243 -0.165 0.031 -0.001 0.006
C -0.388 -4.393 6.682 0.231 0.223 -0.277 -0.003
C 0.737 -5.005 7.210 0.186 -0.063 0.044 0.007
C 0.636 -5.884 8.281 0.086 0.082 -0.123 -0.005
N -0.152 -3.508 5.564 -0.454 -0.335 0.471 0.042
N -1.211 -3.082 5.058 0.359 0.143 -0.109 -0.016
C -1.111 -2.233 3.946 -0.228 0.002 0.087 0.015
C -2.343 -1.968 3.356 0.230 -0.194 0.210 -0.014
C -2.463 -1.186 2.233 0.170 0.095 -0.034 0.058
C -1.328 -0.658 1.600 -1.582 1.151 -2.170 -0.061
O -1.501 0.112 0.543 -0.288 -1.783 2.018 -0.079
C -0.064 -0.967 2.133 2.156 -0.021 0.153 0.007
N 1.120 -0.575 1.436 0.680 -0.591 2.371 -0.027
C 2.283 -0.422 2.173 -1.717 -0.025 -1.976 0.053
C 2.377 -0.874 3.447 -0.869 -0.743 1.869 -0.029
C 1.315 -1.584 4.038 0.989 0.774 -0.769 0.069
C 0.068 -1.642 3.384 -0.225 0.099 -0.119 -0.010
H -2.714 -5.731 8.753 0.005 0.008 -0.013 0.000
H -2.506 -4.162 6.835 -0.025 -0.022 0.013 0.001
H 1.699 -4.784 6.764 -0.006 -0.041 0.027 0.000
H 1.514 -6.366 8.688 -0.006 0.016 -0.012 0.000
H -3.216 -2.411 3.820 0.027 0.008 -0.003 0.001
H -3.430 -0.981 1.791 0.081 -0.009 -0.002 0.004
H 3.118 0.029 1.659 -0.001 -0.202 -0.256 0.008
H 3.304 -0.718 3.982 -0.041 -0.075 0.013 0.001
H 1.435 -2.041 5.004 -0.009 -0.043 0.035 0.003
O -1.827 2.795 -1.027 -0.250 -0.134 0.585 -0.007
N -3.048 2.982 -0.583 0.659 0.018 -0.470 -0.003
C -3.655 4.127 -0.945 -0.411 0.243 -0.028 -0.001
C -4.943 4.398 -0.535 0.281 0.025 -0.141 0.001
C -5.612 3.481 0.260 -0.251 0.023 0.104 -0.002
C -4.960 2.320 0.624 0.237 -0.113 -0.055 0.001
C -3.665 2.079 0.193 -0.276 -0.157 0.394 -0.013
H -3.051 4.775 -1.561 0.006 -0.027 -0.005 -0.001
H -5.404 5.325 -0.846 0.000 -0.006 0.014 0.000
H -6.620 3.678 0.597 0.010 -0.010 -0.013 0.000
H -5.433 1.578 1.253 -0.013 0.018 0.000 0.000
H -3.065 1.215 0.475 -0.039 0.101 -0.164 0.026
C -0.342 4.499 2.804 0.060 0.001 -0.026 0.000
C 0.227 3.479 3.785 0.039 0.016 0.048 -0.001
C 0.488 2.281 2.884 -0.195 -0.040 -0.321 -0.012
O -0.466 2.367 1.802 -0.079 0.111 0.270 -0.013
C -1.178 3.610 1.901 0.099 -0.030 0.052 0.000
H 0.464 4.943 2.219 -0.032 0.004 -0.002 -0.001
H -0.929 5.288 3.275 0.009 -0.040 0.024 0.000
H -0.511 3.228 4.551 -0.005 0.005 0.009 0.000
H 1.136 3.818 4.281 -0.011 0.003 0.014 0.000
H 0.336 1.330 3.394 -0.011 -0.062 0.079 0.003
H 1.491 2.307 2.456 0.056 0.077 -0.070 0.000
H -2.164 3.413 2.343 -0.026 0.029 -0.017 0.001
H -1.296 4.022 0.903 0.073 -0.032 -0.058 0.003